Record 1
14
Properties=species:S:1:pos:R:3:forces:R:3 method="wB97M-V/def2-TZVPD" e_lumo_ha="-0.0241 / -0.0241" total_charge=0 total_energy_ha=-324.53998 smiles="CC1=C(N=O)[C@@H]1C" de_lowest_kj_mol=484.4
C -1.15747 1.42995 0.88666 -0.028 -0.010 0.038
C -0.54585 0.41128 0.01160 -0.133 -0.178 -0.055
C -0.63511 -0.67245 -0.70214 0.056 0.191 0.184
N -1.41591 -1.77414 -1.12044 -0.333 0.084 0.317
O -2.37770 -1.94460 -0.39712 0.249 -0.025 -0.339
C 0.69699 -0.00916 -0.75330 0.205 0.000 -0.118
C 1.87381 -0.65203 -0.03946 0.021 -0.010 0.044
H -2.09371 1.06113 1.31293 0.136 0.073 -0.063
H -1.36878 2.34012 0.31278 0.071 -0.117 0.054
H -0.47193 1.70576 1.69386 -0.075 -0.041 -0.106
H 0.97957 0.58589 -1.62962 -0.095 -0.101 0.115
H 1.51563 -1.27500 0.78773 0.071 0.094 -0.093
H 2.43023 -1.29738 -0.72843 -0.062 0.102 0.102
H 2.57022 0.09063 0.36495 -0.086 -0.063 -0.079



Record 2
19
Properties=species:S:1:pos:R:3:forces:R:3 method="wB97M-V/def2-TZVPD" e_lumo_ha=-0.1333 total_charge=+1 total_energy_ha=-323.48804 de_lowest_kj_mol=499.4
C 1.31044 1.06691 1.05469 0.527 3.000 1.185
C -0.45919 -1.89391 0.49174 -4.092 -0.735 0.034
C 1.98886 0.07530 -1.03344 0.585 2.303 3.238
C -0.82263 -0.65922 -0.23572 -1.060 1.028 1.530
N -2.32088 1.31570 -0.35209 -0.569 -3.150 -3.527
N -1.73021 0.19441 0.22548 1.408 0.330 2.209
N 1.14558 0.27679 0.11412 -1.038 0.050 -0.878
H 0.50528 1.10512 1.79876 0.188 -0.134 0.131
H 2.07895 1.97222 1.22448 -1.040 -2.407 -0.740
H 0.02196 -2.56719 -0.20674 -0.314 -0.433 0.147
H -1.47453 -2.27016 0.98374 2.433 0.136 -1.014
H 0.21786 -1.60225 1.19301 1.709 0.191 2.426
H 2.91856 0.52334 -0.78299 1.442 -0.401 -0.278
H 1.64487 0.54333 -1.86575 -1.435 1.623 -2.398
H 1.89187 -0.91147 -1.17683 0.906 -3.774 -0.892
H -0.62015 -0.81280 -1.23782 -0.007 1.031 -2.295
H -2.23664 1.16510 -1.36739 -0.417 0.691 0.736
H -2.24924 2.25461 -0.08463 1.103 1.091 1.289
H -1.81074 0.22418 1.25737 -0.331 -0.439 -0.904



Record 3
49
Properties=species:S:1:pos:R:3:forces:R:3 method="wB97M-V/def2-TZVPD" e_lumo_ha="0.0981 / 0.0270" total_charge=-1 multiplicity=5 total_energy_ha=-1689.12209 de_lowest_kj_mol=22.5
Pt 1.96544 0.28839 -1.35341 -0.159 0.009 0.132
N 2.40925 2.43027 -1.01304 0.058 -0.127 -0.051
C 1.14193 3.15187 -0.86402 -0.056 0.030 0.011
C 0.02557 2.55183 -1.72982 0.059 -0.027 0.026
O -0.99346 3.20643 -1.87953 -0.097 0.119 -0.025
O 0.24223 1.38325 -2.21866 0.052 -0.251 -0.205
H 3.02812 2.53211 -0.21870 -0.053 0.068 -0.008
H 2.92338 2.71568 -1.84483 0.014 0.083 0.078
H 1.23270 4.20838 -1.11998 0.002 -0.008 0.039
H 0.81000 3.07550 0.17282 0.009 -0.023 -0.014
N 1.05650 -0.53496 -4.29207 -0.323 -0.301 -0.031
C 1.36153 -1.83768 -4.47799 -0.356 0.377 -0.426
C 2.29093 -2.65960 -3.08229 0.578 -0.289 0.127
O 2.43605 -3.79206 -3.44954 -0.183 -0.126 -0.034
O 2.60257 -1.90456 -2.19036 -0.278 0.166 -0.059
H 0.30033 -0.25216 -3.68445 -0.177 0.009 0.038
H 1.79032 0.15844 -4.35751 -0.071 -0.137 -0.111
H 2.11012 -2.00424 -5.24641 0.049 -0.068 0.097
H 0.51144 -2.50960 -4.53007 0.042 -0.041 0.120
C 0.82936 -0.37840 0.14076 0.027 0.141 0.125
C -0.05079 -0.54839 0.97727 0.086 -0.053 -0.083
C -1.11951 -0.62557 1.86658 0.026 -0.024 0.034
C -1.36137 -1.85538 2.60672 0.000 0.023 0.001
C -2.62042 -2.18439 3.13298 -0.023 -0.001 -0.002
C -2.82370 -3.37779 3.80443 0.007 -0.015 0.007
C -1.78254 -4.28184 3.96990 -0.001 -0.004 0.008
C -0.53372 -3.98028 3.43816 -0.006 -0.004 0.000
C -0.32615 -2.79128 2.76480 0.002 -0.009 0.004
C -1.95458 0.57289 1.99091 -0.024 0.005 -0.014
C -2.61196 0.91667 3.17931 0.013 0.012 0.022
C -3.34614 2.08831 3.27107 -0.013 0.009 -0.003
C -3.44177 2.94784 2.18403 0.004 -0.012 0.013
C -2.78517 2.62777 1.00142 -0.014 0.021 0.004
C -2.05313 1.45819 0.90787 -0.003 0.015 -0.014
H -3.45256 -1.51012 2.98329 0.000 -0.004 0.000
H -3.80798 -3.61016 4.19221 -0.013 0.000 0.001
H -1.94464 -5.21363 4.49685 0.001 -0.003 -0.002
H 0.28486 -4.68073 3.54705 0.009 -0.007 0.005
H 0.64362 -2.56199 2.34285 0.015 0.002 -0.007
H -2.51301 0.27955 4.04824 -0.009 -0.005 0.005
H -3.83651 2.33813 4.20440 0.001 0.003 0.007
H -4.01495 3.86293 2.26170 -0.007 0.015 0.001
H -2.82698 3.28523 0.14242 0.005 0.000 -0.017
H -1.54708 1.21583 -0.01773 -0.018 -0.013 0.003
F 3.01597 0.93770 -3.60692 0.418 0.360 0.170
B 4.39388 1.15711 -3.23119 0.328 0.052 0.276
F 4.52627 0.61218 -1.93192 0.102 -0.040 -0.097
F 4.58239 2.53982 -3.15911 -0.035 0.122 -0.026
F 5.23336 0.55257 -4.12851 0.011 -0.047 -0.125



Record 4
68
Properties=species:S:1:pos:R:3:forces:R:3 method="wB97M-V/def2-TZVPD" e_lumo_ha=-0.0889 total_charge=+1 total_energy_ha=-1341.38398 de_lowest_kj_mol=270.4
Rb 1.08033 -2.06178 -0.03163 -0.034 -0.056 -0.323
C 1.29236 1.50331 -2.05792 0.502 1.256 -0.374
O 1.39840 0.34611 -1.75946 0.366 -3.075 1.970
N 1.10420 1.86748 -3.28836 -0.621 0.526 -3.497
N 1.41362 2.55003 -1.26380 0.101 1.332 2.326
H 0.93011 2.82377 -3.56278 0.038 -0.409 -0.071
H 0.93289 1.10269 -3.92543 -0.287 0.056 -0.479
H 1.35304 3.45389 -1.71042 0.219 -0.031 0.860
H 1.68469 2.40750 -0.30135 -0.061 0.451 -0.274
C -1.55219 -1.80787 2.76717 1.020 0.234 -0.103
O -0.63106 -1.27939 2.17721 1.580 0.381 -1.171
N -1.92290 -1.48630 3.95663 -0.562 2.257 4.706
N -2.30097 -2.79522 2.39318 -1.706 -3.209 -2.617
H -1.39782 -0.81747 4.50165 -0.282 -0.114 -0.093
H -2.63857 -2.04739 4.39606 0.404 0.715 0.479
H -2.12901 -3.30217 1.53671 -0.353 0.058 0.270
H -2.96720 -3.09857 3.08904 -0.014 -0.666 -1.066
C -2.05538 0.35244 -3.43383 -1.039 -1.232 -0.966
C -1.58183 -1.14424 -3.61062 2.130 1.991 -0.786
C -0.67386 -1.30409 -4.90290 -0.326 1.079 0.209
O 0.42974 -0.36914 -4.88441 0.626 -0.415 -0.308
C 1.57551 -0.68243 -5.72194 -0.329 -0.449 0.882
N -0.79583 -1.48479 -2.40649 -0.061 -0.744 -0.368
H -2.82384 0.49736 -4.19316 -0.057 0.434 -0.157
H -1.30978 1.14015 -3.54192 0.196 -0.434 0.034
H -2.57045 0.46559 -2.47989 0.153 -0.072 0.031
H -2.43805 -1.78666 -3.81624 -0.023 -0.121 0.523
H -1.19572 -1.02320 -5.81771 -0.677 -0.357 0.081
H -0.33638 -2.33524 -5.00748 0.262 -0.062 0.199
H 1.55039 -0.45232 -6.78708 -0.858 0.345 -0.035
H 1.76419 -1.75400 -5.65696 0.230 -0.059 0.149
H 2.41297 -0.12101 -5.30773 0.001 -0.136 0.100
H 0.09376 -1.01022 -2.46584 0.604 -0.070 -0.998
H -1.14054 -0.87485 -1.67899 -0.979 -0.373 0.563
C -2.34759 2.27579 0.07053 -1.206 -1.270 0.174
C -2.46785 0.80297 0.57164 -0.833 0.666 -1.243
C -3.83294 0.05803 0.27161 0.565 1.120 1.482
O -4.87172 0.90220 0.76703 0.065 0.124 -0.981
C -6.16526 0.31730 0.69547 0.721 -0.981 -0.527
N -1.41506 0.09089 -0.12834 0.219 -0.367 0.524
H -3.18519 2.87062 0.43481 0.355 0.263 0.055
H -2.41243 2.21473 -1.01582 -0.065 0.226 -0.133
H -1.35557 2.65381 0.31771 -0.197 0.221 0.278
H -2.20553 0.73790 1.62760 -0.735 0.269 0.304
H -3.84327 -0.88909 0.81101 0.164 -0.208 0.574
H -3.96001 -0.30888 -0.74689 0.019 0.858 -0.575
H -6.18053 -0.45996 -0.06855 0.257 -0.487 -0.001
H -6.95013 0.95528 0.28921 0.180 0.696 0.890
H -6.31828 -0.15872 1.66402 -0.832 0.182 -0.025
H -1.02397 -0.40244 0.66145 0.790 -0.477 -0.435
H -0.73859 0.77599 -0.43350 0.330 -0.043 -0.073
C 5.00159 -1.42640 2.67015 1.005 0.632 -0.689
C 3.72434 -0.91001 3.28654 0.843 -0.324 0.077
C 3.78807 0.60311 3.68222 -0.647 -0.255 -0.282
O 4.71101 0.87809 4.65219 2.906 0.504 1.911
C 5.32402 2.18008 4.70949 0.098 0.209 -0.683
N 2.57502 -1.22429 2.43948 -0.053 -0.078 0.645
H 5.33505 -0.92813 1.75986 -0.067 0.654 -0.025
H 4.97633 -2.45953 2.32357 -0.382 -0.214 0.670
H 5.76516 -1.28187 3.43446 0.317 -0.229 -0.249
H 3.74217 -1.57602 4.14922 -1.051 0.426 0.537
H 2.89469 0.98768 4.17424 -1.129 -0.351 -0.974
H 4.01667 1.13867 2.76079 -0.159 0.337 -0.331
H 6.09439 2.32072 5.46767 -0.005 -1.219 0.216
H 4.69823 3.04124 4.94380 -1.013 -0.319 -0.209
H 5.82432 2.41448 3.76988 -0.066 -0.126 -0.305
H 2.47286 -0.51076 1.73200 0.032 0.467 0.004
H 1.77488 -1.15559 3.05198 -0.588 0.060 -0.301